Record 1
{
  "formula": "CH3F3Si",
  "method": "ωB97M-V with the def2-TZVPD basis set",
  "homo_energy_ev": -8.7,
  "total_energy_ha": -628.87650,
  "gap_ev": 7.61,
  "symbols": ["F", "F", "Si", "H", "H", "H", "C", "F"],
  "xyz": [[3.296381, 1.241077, 0.122467], [2.265204, -0.670902, 0.460630], [-1.122174, -0.000224, 0.083379], [-2.239738, 0.091513, -0.742634], [-1.798885, 0.071058, 1.292539], [2.661625, 0.078029, -1.229221], [3.148603, -0.043239, -0.307245], [4.372780, -0.522740, -0.122277]],
  "forces_ev_per_a": [[-0.58, 0.29, 0.35], [0.36, -0.45, 0.63], [3.57, -0.28, -0.95], [-2.18, 0.17, -1.27], [-1.47, 0.14, 2.17], [0.44, -0.74, -2.11], [0.17, 2.05, 2.10], [-0.30, -1.19, -0.93]],
  "nbo_charge": [-0.3524, -0.3196, 0.5929, -0.2985, -0.2927, 0.1222, 0.8597, -0.3115]
}

Record 2
{
  "formula": "CH3FIN",
  "method": "ωB97M-V with the def2-TZVPD basis set",
  "homo_energy_ev": -9.6,
  "total_energy_ha": -492.09788,
  "gap_ev": 8.42,
  "symbols": ["C", "H", "F", "H", "I", "H", "N"],
  "xyz": [[0.486763, -1.406896, 0.211633], [0.481450, 1.170661, -0.552665], [1.415677, -1.804908, 1.068561], [-0.150562, 2.271411, 0.286678], [-0.730875, -3.011988, -0.334265], [-1.112914, 1.101279, -0.185654], [-0.389540, 1.680442, -0.494289]],
  "forces_ev_per_a": [[1.16, 0.23, 0.76], [-0.29, -0.73, -0.42], [-0.99, 0.03, -0.78], [-0.45, 0.64, 0.26], [-0.11, -0.41, 0.04], [-1.06, -1.33, 0.48], [1.74, 1.56, -0.34]],
  "nbo_charge": [0.2238, 0.3607, -0.3398, 0.3449, 0.1124, 0.3520, -1.0541]
}

Record 3
{
  "formula": "CH3FINS",
  "method": "ωB97M-V with the def2-TZVPD basis set",
  "homo_energy_ev": [-9.6, -9.6],
  "total_energy_ha": -890.25312,
  "gap_ev": [8.18, 8.17],
  "symbols": ["I", "S", "F", "H", "C", "N", "H", "H"],
  "xyz": [[-3.830501, -1.353588, -0.394469], [1.499004, 2.667227, 0.440566], [-0.285014, 0.681042, -0.411563], [0.959427, -0.787415, 0.351654], [1.708656, -0.033391, 0.524421], [1.304351, 1.153316, 0.325301], [2.718111, -0.204122, 0.882838], [-4.074032, -2.123069, -1.718749]],
  "forces_ev_per_a": [[0.23, 0.63, 1.05], [0.13, 0.71, -0.07], [0.78, 0.60, 0.47], [0.32, -0.33, -0.09], [-0.20, 0.20, 0.06], [-0.93, -1.32, -0.39], [-0.11, 0.14, 0.03], [-0.21, -0.63, -1.06]],
  "nbo_charge": [-0.0861, 0.3605, -0.5085, 0.2598, -0.0762, -0.2516, 0.2156, 0.0866]
}

Record 4
{
  "formula": "CH3FO2",
  "method": "ωB97M-V with the def2-TZVPD basis set",
  "homo_energy_ev": [-8.4, -9.8],
  "total_energy_ha": -289.97469,
  "gap_ev": [6.96, 9.30],
  "symbols": ["C", "F", "H", "H", "O", "H", "O"],
  "xyz": [[-0.450585, -0.872707, -0.686798], [0.745115, -1.239941, -1.119863], [-1.155725, -0.585075, -1.454995], [0.581212, 1.342775, 0.322157], [-0.855625, -1.079859, 0.518118], [0.445571, 0.174460, 1.224402], [0.106031, -0.802661, 1.474217]],
  "forces_ev_per_a": [[1.17, 1.48, 0.01], [-0.72, -0.17, 0.54], [-0.16, -0.34, 0.15], [-0.42, -1.00, -0.03], [-0.56, -0.04, -1.07], [-0.56, -0.42, -0.51], [1.25, 0.49, 0.91]],
  "nbo_charge": [0.6027, -0.2911, 0.1883, -0.2673, -0.2110, 0.4014, -0.4230]
}

Record 5
{
  "formula": "CH3FO2",
  "method": "ωB97M-V with the def2-TZVPD basis set",
  "homo_energy_ev": [-7.9, -12.0],
  "total_energy_ha": -289.99351,
  "spin_multiplicity": 3,
  "gap_ev": [8.91, 9.07],
  "symbols": ["C", "O", "H", "F", "H", "O", "H"],
  "xyz": [[-0.532191, 1.007195, -0.291735], [0.497694, -0.764886, -1.080300], [-0.066322, 0.844849, 0.683831], [0.817154, -1.589014, 1.633838], [-1.282911, 1.777421, -0.382631], [-0.320748, 0.233615, -1.243187], [0.887324, -1.509179, 0.680184]],
  "forces_ev_per_a": [[-0.58, 4.89, 8.02], [0.89, -0.89, 0.93], [-0.06, -0.11, -0.48], [0.15, 0.07, -1.41], [-0.03, -0.29, -0.49], [-0.19, -3.71, -7.99], [-0.18, 0.03, 1.42]],
  "nbo_charge": [-0.0860, -0.0657, 0.1778, -0.5807, 0.1843, -0.1912, 0.5614]
}

Record 6
{
  "formula": "CH3FOS",
  "method": "ωB97M-V with the def2-TZVPD basis set",
  "homo_energy_ev": -10.4,
  "total_energy_ha": -613.13695,
  "gap_ev": 9.49,
  "symbols": ["O", "S", "F", "C", "H", "H", "H"],
  "xyz": [[1.101811, -0.952993, 0.578055], [0.033148, -1.462765, -0.262011], [3.398672, 0.199097, -0.171028], [-1.315771, -0.530922, -0.081580], [-1.201742, 0.156767, 0.760054], [-2.158998, -0.425678, -0.736139], [2.639388, -0.184433, 0.046045]],
  "forces_ev_per_a": [[0.92, 0.04, 1.02], [-2.68, 0.92, -1.17], [3.32, 1.69, -1.03], [2.10, -0.42, 0.63], [-0.17, 0.11, -0.35], [-0.23, -0.67, -0.18], [-3.26, -1.68, 1.07]],
  "nbo_charge": [-0.9490, 1.1945, -0.5738, -0.7116, 0.2366, 0.2429, 0.5604]
}

Record 7
{
  "formula": "CH3FOSm",
  "method": "ωB97M-V with the def2-TZVPD basis set",
  "homo_energy_ev": [-14.1, -14.5],
  "total_energy_ha": -872.70392,
  "spin_multiplicity": 6,
  "gap_ev": [6.63, 8.43],
  "total_charge": 1,
  "symbols": ["F", "C", "O", "H", "Sm", "H", "H"],
  "xyz": [[2.767584, 2.461903, 0.054594], [-1.048370, -0.562402, -0.065167], [0.330345, -0.667538, 0.143338], [-1.305043, 0.198645, -0.828061], [2.334942, 0.421889, 0.258981], [-1.492883, -1.504993, -0.442083], [-1.586573, -0.347505, 0.878396]],
  "forces_ev_per_a": [[-0.54, -2.26, 0.26], [-1.27, -0.07, -0.31], [3.53, 1.91, 0.21], [0.20, -0.16, 0.47], [-2.83, 0.31, -0.46], [0.54, 0.20, 0.20], [0.36, 0.07, -0.37]],
  "mulliken_charge": [-0.5658, -0.4777, -0.6684, 0.2325, 2.0167, 0.2185, 0.2442]
}

Record 8
{
  "formula": "CH3GaMgO2",
  "method": "ωB97M-V with the def2-TZVPD basis set",
  "homo_energy_ev": [-11.1, -15.3],
  "total_energy_ha": -2314.96080,
  "spin_multiplicity": 2,
  "gap_ev": [5.38, 9.40],
  "total_charge": 1,
  "symbols": ["H", "O", "H", "O", "Mg", "H", "Ga", "C"],
  "xyz": [[1.264551, 1.607063, 0.542123], [-1.758694, -1.991249, 0.460151], [1.963214, 1.180039, -1.029916], [0.704378, -0.232554, -0.161243], [-3.030355, -1.946803, 1.795086], [0.254353, 1.666296, -0.910424], [-0.447981, -1.363470, -0.286493], [1.050534, 1.080678, -0.409285]],
  "forces_ev_per_a": [[-0.15, -0.53, -0.33], [-1.36, -1.25, 0.25], [-0.50, -0.41, 0.29], [2.36, 0.70, 0.24], [-0.44, -0.11, 0.36], [0.27, -0.49, 0.20], [-0.87, -0.63, -0.40], [0.68, 2.71, -0.61]],
  "mulliken_charge": [0.2472, -0.4055, 0.2550, -0.1597, 0.7715, 0.2771, 0.5407, -0.5262]
}

Record 9
{
  "formula": "CH3I2NO",
  "method": "ωB97M-V with the def2-TZVPD basis set",
  "homo_energy_ev": [-8.6, -8.6],
  "total_energy_ha": -765.09473,
  "gap_ev": [7.51, 7.51],
  "symbols": ["I", "H", "N", "I", "O", "C", "H", "H"],
  "xyz": [[-1.479278, -0.750238, -0.030906], [2.180052, 0.241397, 0.634377], [-2.381159, 0.729268, -0.937247], [-3.492266, 2.043921, 0.120352], [0.301806, -0.219100, 0.810995], [1.467308, -0.391733, 0.108436], [1.953962, -1.529499, 0.314492], [1.449577, -0.124015, -1.020500]],
  "forces_ev_per_a": [[-0.05, 1.08, -0.05], [0.23, 0.28, -0.36], [0.94, -1.15, -0.17], [-0.16, 0.14, 0.46], [-1.99, -0.01, 0.14], [2.52, -2.47, -0.86], [-1.41, 2.70, -1.01], [-0.09, -0.56, 1.83]],
  "nbo_charge": [1.2290, 0.1991, -1.0452, 0.2986, -0.7546, -0.2615, 0.1505, 0.1839]
}

Record 10
{
  "formula": "CH3I2O2P",
  "method": "ωB97M-V with the def2-TZVPD basis set",
  "homo_energy_ev": -9.7,
  "total_energy_ha": -1127.09437,
  "gap_ev": 8.31,
  "symbols": ["P", "H", "O", "I", "H", "O", "H", "C", "I"],
  "xyz": [[-1.155059, 0.222220, 0.331242], [2.081871, 0.485451, -0.838712], [-0.585505, 0.006501, 2.107139], [-2.861864, -1.251770, -0.492312], [1.605471, -1.256925, -0.651160], [-0.043396, -0.136758, -0.713879], [1.487275, -0.295099, 0.772919], [1.308944, -0.246252, -0.373593], [-1.837740, 2.472636, -0.141646]],
  "forces_ev_per_a": [[1.96, -0.90, 7.37], [-2.03, -0.83, 0.53], [-2.52, 0.90, -7.53], [-0.04, 0.18, 0.28], [0.08, 0.07, -0.47], [-0.23, 0.68, -0.58], [-0.67, 0.66, -1.80], [3.42, -0.61, 2.10], [0.02, -0.15, 0.10]],
  "nbo_charge": [1.4146, 0.2053, -0.9268, 0.0096, 0.1974, -0.8417, 0.2363, -0.2923, -0.0024]
}

Record 11
{
  "formula": "CH3I2PS2",
  "method": "ωB97M-V with the def2-TZVPD basis set",
  "homo_energy_ev": [-9.1, -9.1],
  "total_energy_ha": -1773.01631,
  "gap_ev": [6.24, 6.26],
  "symbols": ["I", "S", "H", "P", "C", "I", "H", "H", "S"],
  "xyz": [[3.082030, 2.075293, -0.274159], [1.549895, -1.743299, 0.714973], [-1.304543, -1.317805, -0.498293], [0.930616, 0.085473, 0.886194], [-1.375464, -0.442747, -1.108496], [0.957833, 0.874825, 3.240529], [-2.322218, -0.116112, -1.397380], [-0.508607, -0.159191, -1.825139], [-1.009543, 0.743564, 0.261770]],
  "forces_ev_per_a": [[-1.47, -1.23, 0.67], [-0.62, 1.15, -0.28], [-0.14, -1.23, -0.93], [0.74, 0.56, 0.22], [3.85, 1.84, 0.71], [-0.02, -0.07, -0.91], [-1.52, 0.06, -0.84], [-1.86, -1.35, 0.71], [1.06, 0.28, 0.64]],
  "nbo_charge": [-0.2719, -0.3508, 0.2432, 0.5493, -0.6968, 0.0199, 0.2363, 0.2520, 0.0189]
}

Record 12
{
  "formula": "CH3I3Si",
  "method": "ωB97M-V with the def2-TZVPD basis set",
  "homo_energy_ev": -9.5,
  "total_energy_ha": -1222.58852,
  "gap_ev": 9.11,
  "symbols": ["H", "I", "I", "H", "H", "C", "Si", "I"],
  "xyz": [[0.227676, 0.049787, 0.993076], [3.334116, -1.839563, 0.258219], [3.017656, 2.060051, 1.208138], [-0.035647, 1.347297, -0.283655], [-0.443883, -0.332509, -0.647128], [0.340328, 0.383816, -0.071667], [2.168677, 0.315544, -0.291953], [2.671765, 0.558030, -2.663489]],
  "forces_ev_per_a": [[-0.25, 0.81, -0.61], [-0.57, 0.69, 0.05], [0.00, -0.22, -0.33], [-0.22, 1.33, 0.26], [2.42, 1.29, 0.94], [-1.91, -3.55, 0.06], [0.44, -0.64, -0.43], [0.09, 0.30, 0.06]],
  "nbo_charge": [0.2583, -0.1656, -0.1436, 0.2603, 0.2758, -1.2032, 0.8755, -0.1575]
}